Entry i
Molecular formula: CHCl3S
Method: DFT, ωB97M-V/def2-TZVPD

Cartesian coordinates (Å):
C: -0.47951 0.76599 -0.40093
S: 0.70063 2.13863 -0.49884
Cl: -1.80148 1.30198 -1.36389
Cl: -1.05832 0.27096 1.16724
Cl: 2.66582 0.41512 0.76730
H: 0.04151 -0.17239 -0.75806

Output
**Orbital gap (alpha / beta)**: 6.738 / 6.731 eV
**HOMO energy (alpha / beta)**: -10.76 / -10.75 eV

Charges per atom according to Mulliken partitioning, unit e: C -0.04; S 0.11; Cl -0.11; Cl -0.08; Cl -0.26; H 0.37

Entry ii
Molecular formula: CHCl3S
Method: DFT, ωB97M-V/def2-TZVPD

Cartesian coordinates (Å):
C: -0.76400 -0.39099 -0.29964
S: 1.85031 0.74381 -0.08304
Cl: -0.43788 -1.86417 -1.03435
Cl: -1.60600 0.75262 -1.22864
Cl: -1.07466 -0.50475 1.37635
H: 2.03223 1.26349 1.26931

Output
**Orbital gap (alpha / beta)**: 6.399 / 6.400 eV
**HOMO energy (alpha / beta)**: -8.72 / -8.72 eV

Charges per atom according to Mulliken partitioning, unit e: C 0.28; S -0.30; Cl -0.03; Cl -0.02; Cl -0.05; H 0.12

Least stable structure: entry ii

Entry i
Molecular formula: C2H2N2O
Method: DFT, ωB97M-V/def2-TZVPD

Cartesian coordinates (Å):
C: 1.88141 0.45031 0.09951
C: -0.97530 -0.68425 0.08508
N: 3.00738 0.63045 -0.07049
N: -0.42542 0.47433 0.00859
O: -0.65424 -1.79870 -0.10697
H: -2.03874 -0.38513 0.44132
H: -0.79509 1.31299 -0.45704

Output
**Orbital gap (alpha / beta)**: 8.386 / 8.015 eV
**HOMO energy (alpha / beta)**: -11.45 / -11.29 eV

Here are the Mulliken charges for atoms 1 to 6, given in e: C 0.12; C 0.24; N -0.27; N -0.25; O -0.40; H 0.27

Entry ii
Molecular formula: C2H2N2O
Method: DFT, ωB97M-V/def2-TZVPD

Cartesian coordinates (Å):
C: 0.23521 -0.48032 -1.92051
C: -0.32864 -0.53581 -0.57207
N: 0.72827 -0.43235 -2.94761
N: 0.14787 0.84114 3.14202
O: -0.29960 -1.52528 0.08371
H: -0.74895 0.42137 -0.38618
H: 0.26584 1.71124 2.60065

Output
**Orbital gap (alpha / beta)**: 10.155 / 10.140 eV
**HOMO energy (alpha / beta)**: -11.65 / -11.66 eV

Here are the Mulliken charges for atoms 1 to 6, given in e: C 0.18; C 0.15; N -0.26; N -0.21; O -0.38; H 0.30

Least stable structure: entry ii

Entry i
Molecular formula: C11H18NP
Method: DFT, ωB97M-V/def2-TZVPD

Cartesian coordinates (Å):
C: -1.65029 -3.26838 0.06616
C: -0.40881 -3.89894 -0.06048
C: -1.66855 -1.92135 0.38279
C: 0.74099 -3.28298 0.33917
C: -0.38355 -1.27084 0.50704
C: -3.08365 2.21487 0.21845
C: 1.91658 0.33361 -1.34859
C: 1.48464 2.48425 -0.18951
C: 2.50974 0.60326 1.18792
C: -2.13648 1.55094 -0.66046
C: 1.50612 1.02177 -0.00636
N: 0.76415 -1.96277 0.50572
P: -0.15647 0.51404 0.83044
H: -2.63710 -3.71200 -0.02592
H: -0.47011 -4.91867 -0.40681
H: -2.47581 -1.25287 0.45661
H: 1.55523 -3.78370 0.53817
H: -3.96003 2.61648 -0.28269
H: -3.51936 1.43184 0.90286
H: -2.61711 2.90147 0.87780
H: 1.38899 0.74078 -2.31527
H: 2.93507 0.42236 -1.50399
H: 1.52684 -0.69482 -1.32609
H: 2.48869 2.98870 -0.22010
H: 0.92891 3.06387 0.60259
H: 1.22995 2.64730 -1.22389
H: 1.98284 0.44789 2.24093
H: 3.05165 -0.34776 0.98486
H: 3.22175 1.43474 1.36999
H: -1.54574 2.22110 -1.26673
H: -2.51908 0.67578 -1.17460

Output
**Orbital gap (alpha / beta)**: 7.738 / 7.738 eV
**HOMO energy (alpha / beta)**: -7.46 / -7.46 eV

Here are the Mulliken charges for atoms 1 to 6, given in e: C -0.29; C -0.52; C -0.60; C -0.51; C 0.52; C -0.85

Entry ii
Molecular formula: C11H18NP
Method: DFT, ωB97M-V/def2-TZVPD

Cartesian coordinates (Å):
C: -3.45684 0.65162 -0.43673
C: -3.15779 0.24010 0.83821
C: -2.72013 0.18999 -1.53835
C: -2.16728 -0.70387 1.06915
C: -1.73312 -0.77610 -1.34517
C: -1.42769 -1.17380 -0.01062
C: 2.68286 -0.64134 -1.89686
C: 1.05824 1.75795 1.56393
C: 0.55117 -2.40666 1.70759
C: 2.53892 0.66336 -1.03779
C: 0.71084 1.89307 0.04477
N: 1.13999 0.74143 -0.65169
P: -0.01223 -2.25693 -0.04093
H: -4.31415 1.18170 -0.78138
H: -3.70929 0.61437 1.68097
H: -3.16539 0.57005 -2.40137
H: -1.81328 -0.81073 2.07170
H: -1.12886 -1.17961 -2.15119
H: 2.16503 -0.36071 -2.85627
H: 3.80011 -0.93257 -1.97888
H: 2.15224 -1.54317 -1.46552
H: 2.18514 1.81877 1.73479
H: 0.46081 2.42448 2.11817
H: 0.80708 0.66164 1.98234
H: 0.77464 -1.39399 1.91008
H: 1.26708 -3.16567 1.67090
H: -0.31802 -2.74821 2.41003
H: 3.21882 0.49613 -0.20370
H: 2.77837 1.54642 -1.71432
H: -0.38022 1.78011 0.09811
H: 1.21294 2.86217 -0.38997

Output
**Orbital gap (alpha / beta)**: 8.486 / 6.831 eV
**HOMO energy (alpha / beta)**: -8.93 / -6.93 eV

Here are the Mulliken charges for atoms 1 to 6, given in e: C -0.46; C -0.55; C -0.59; C -0.29; C -0.78; C 0.89

Least stable structure: entry ii

Entry i
Molecular formula: C5H6N2O2
Method: DFT, ωB97M-V/def2-TZVPD

Cartesian coordinates (Å):
C: 0.85805 1.18651 -0.35726
C: -0.64404 -0.96014 0.20637
C: 0.24473 -1.24437 1.55346
C: -0.12297 1.34489 0.61887
C: 0.58612 0.28400 -1.51196
N: -1.13657 0.30688 0.50373
N: 0.04261 -0.99857 -1.01041
O: -0.11924 -1.41778 2.64270
O: -0.23556 2.15632 1.52771
H: 1.78253 1.72783 -0.28627
H: -1.38109 -1.77168 0.26569
H: -0.17796 0.70771 -2.17936
H: 1.48549 0.08930 -2.09499
H: -1.85018 0.37772 1.21709
H: 0.66810 -1.78862 -1.09537

Output
**Orbital gap (alpha / beta)**: 8.701 / 5.845 eV
**HOMO energy (alpha / beta)**: -9.08 / -7.34 eV

Here are the Mulliken charges for atoms 1 to 6, given in e: C -0.43; C -0.09; C 0.06; C 0.42; C -0.40; N -0.26

Entry ii
Molecular formula: C5H6N2O2
Method: DFT, ωB97M-V/def2-TZVPD

Cartesian coordinates (Å):
C: 2.34221 -0.80503 -0.51149
C: 1.02582 -0.58635 -0.15528
C: 1.00801 0.68511 0.41434
C: -1.51838 0.24685 0.73088
C: -1.89349 0.73777 -0.61655
N: 3.09463 0.21724 -0.17058
N: -0.96419 -0.99417 0.86078
O: 2.17622 1.15997 0.40261
O: -0.08246 -1.42845 -0.23078
H: 2.92182 -1.50665 -0.99056
H: -1.54997 0.89304 1.51233
H: -1.36678 0.14927 -1.46052
H: -1.82410 1.73337 -0.57244
H: -2.84791 0.62592 -0.99577
H: -0.52144 -1.12789 1.78301

Output
**Orbital gap (alpha / beta)**: 7.052 / 7.044 eV
**HOMO energy (alpha / beta)**: -8.18 / -8.18 eV

Here are the Mulliken charges for atoms 1 to 6, given in e: C -0.80; C 0.58; C -0.06; C 0.00; C -1.04; N -0.40

Least stable structure: entry ii

Entry i
Molecular formula: C5H6N2O2
Method: DFT, ωB97M-V/def2-TZVPD

Cartesian coordinates (Å):
C: -1.87869 0.97320 0.40791
C: -1.94568 -0.35979 -0.14015
C: 0.52162 -0.57349 -0.16004
C: 2.22240 0.60991 -0.45789
C: 2.66117 -0.58276 -0.05475
H: -1.25525 1.57452 -0.19921
H: -2.88536 1.37691 0.35319
H: -1.60986 1.07800 1.34427
H: -0.62395 -1.91521 0.38042
H: 2.70137 1.59252 -0.58222
H: 3.42229 -1.04002 0.25510
N: -0.72185 -1.12332 -0.11561
N: 0.87529 0.65957 -0.56762
O: -2.96871 -0.93097 -0.64364
O: 1.48521 -1.33907 0.18024

Output
**Orbital gap**: 9.499 eV
**HOMO energy**: -8.79 eV

Here are the Mulliken charges for atoms 1 to 6, given in e: C -1.23; C 0.59; C 0.63; C -0.30; C -0.41; H 0.40

Entry ii
Molecular formula: C5H6N2O2
Method: DFT, ωB97M-V/def2-TZVPD

Cartesian coordinates (Å):
C: 0.53746 -0.68477 1.98834
C: 0.71056 -0.57937 0.63959
C: -0.33857 0.29390 -0.26405
C: -0.24744 0.38642 -1.73064
C: -1.55956 0.83058 0.47861
N: 0.45964 -0.66579 3.11714
N: 1.91554 -1.02712 0.05184
O: 2.71342 -1.67082 0.70587
O: 2.10284 -0.68302 -1.10493
H: 0.83518 0.55706 -1.85888
H: -0.38485 -0.61055 -1.95915
H: -1.10814 1.06706 -2.05724
H: -2.27018 1.33094 -0.15944
H: -2.02147 -0.09419 1.02144
H: -1.34443 1.54968 1.13150

Output
**Orbital gap (alpha / beta)**: 8.234 / 8.234 eV
**HOMO energy (alpha / beta)**: -9.67 / -9.67 eV

Here are the Mulliken charges for atoms 1 to 6, given in e: C 0.26; C -0.15; C 0.97; C -1.13; C -1.47; N -0.43

Least stable structure: entry ii

Entry i
Molecular formula: CH10O6
Method: DFT, ωB97M-V/def2-TZVPD

Cartesian coordinates (Å):
O: 1.00502 2.60405 -0.18593
C: 0.39848 1.88946 -0.93122
O: 0.71258 0.60416 -1.06608
H: -0.44115 2.29949 -1.50456
H: 0.14055 0.17518 -1.72986
H: -1.94320 -2.19368 0.93094
H: -3.45201 -2.25569 1.40109
O: -2.80277 -1.76762 0.88963
H: 0.93924 -1.13803 0.76061
H: -0.43277 -0.63237 1.11077
O: 0.05068 -1.45475 0.95969
H: 2.10852 1.09636 1.23812
H: 1.68300 1.26402 2.67251
O: 1.98957 0.58870 2.05839
H: -1.35002 -1.86216 -2.65760
H: -0.91656 -1.82441 -1.20663
O: -0.80947 -1.35196 -2.04566

Output
**Orbital gap**: 11.315 eV
**HOMO energy**: -10.88 eV

Here are the Mulliken charges for atoms 1 to 6, given in e: O -0.50; C 0.16; O -0.33; H 0.36; H 0.33; H 0.33

Entry ii
Molecular formula: CH10O6
Method: DFT, ωB97M-V/def2-TZVPD

Cartesian coordinates (Å):
O: -2.52916 2.84470 -0.97493
C: -2.27546 2.68929 0.22133
O: -1.35153 1.72195 0.71980
H: -2.86900 3.02437 1.03511
H: -1.03288 1.13473 0.01107
H: 1.25617 1.39515 -0.28773
H: 1.48020 0.32905 -1.44665
O: 1.07046 1.13017 -1.20850
H: 3.68682 -1.54252 -0.13895
H: 2.35847 -2.06767 -0.92992
O: 2.98896 -1.41789 -0.77967
H: 0.88043 -2.95449 0.76892
H: 1.09840 -4.32840 -0.02901
O: 1.04314 -3.39876 -0.11379
H: -0.83286 -1.84683 2.69915
H: 0.21606 -1.07228 1.75304
O: -0.29550 -1.90603 1.76170

Output
**Orbital gap**: 11.021 eV
**HOMO energy**: -10.89 eV

Here are the Mulliken charges for atoms 1 to 6, given in e: O -0.45; C 0.21; O -0.43; H 0.33; H 0.34; H 0.31

Least stable structure: entry ii